{
  "formula": "C16H26N2O2",
  "method": "the ωB97M-V functional and the def2-TZVPD basis",
  "species": ["O", "O", "N", "N", "C", "C", "C", "C", "C", "C", "C", "C", "C", "C", "C", "C", "C", "C", "C", "C", "H", "H", "H", "H", "H", "H", "H", "H", "H", "H", "H", "H", "H", "H", "H", "H", "H", "H", "H", "H", "H", "H", "H", "H", "H", "H"],
  "xyz": [[-1.5211, -2.6068, 1.0183], [2.4638, 1.1405, 1.8043], [-0.0386, -1.6650, -0.4098], [0.3070, 0.4887, 1.3078], [-1.2756, 2.9627, -1.1083], [1.5465, 0.3387, 1.9136], [-0.0685, 1.7725, 0.6991], [-0.8870, 1.5905, -0.5787], [1.5102, -0.8189, 2.8892], [-0.7589, -1.6962, 0.7946], [1.0388, -2.1223, -3.5446], [-1.2617, 3.8925, 1.2745], [0.1345, -2.7884, -1.3430], [2.1736, -2.3841, -2.5802], [1.5970, -3.2093, -1.4105], [-0.2630, -2.4030, -2.7696], [-0.8037, 2.5531, 1.8155], [-0.6273, -0.5593, 1.8140], [0.0178, -0.9570, 3.1402], [-2.0640, 3.7767, -0.0611], [-1.9285, 4.2885, 2.0533], [2.0492, -0.6134, 3.8332], [2.5704, -1.4319, -2.2074], [-1.9353, 2.7687, -1.9659], [-1.6928, 2.0181, 2.1531], [-0.4388, 4.5602, 1.1896], [-0.3104, -0.2317, 3.9068], [-1.6599, -0.1823, 1.9489], [1.1478, -2.8156, -4.4005], [-0.3421, 3.4771, -1.3958], [-0.9273, -1.5421, -2.8390], [2.9874, -2.9086, -3.0329], [-0.2836, -1.9620, 3.4466], [0.5560, -0.8336, -0.5319], [-0.2958, 1.0583, -1.3161], [1.7348, -4.2893, -1.6335], [1.9519, -1.6712, 2.3626], [-1.7681, 0.9526, -0.3175], [-0.1614, 2.6709, 2.6875], [-0.4546, -3.6183, -0.9753], [2.1595, -3.0245, -0.4824], [1.0937, -1.1345, -3.9665], [0.8307, 2.3273, 0.4206], [-0.7482, -3.2345, -3.2867], [-2.3115, 4.7892, -0.4560], [-3.0428, 3.2768, 0.1401]],
  "forces_ev_per_angstrom": [[-0.42, -0.53, 0.56], [-0.35, -0.62, -0.35], [0.19, 1.29, 1.46], [0.96, -0.86, 0.39], [-0.77, -0.24, 0.09], [0.11, 1.81, 0.57], [-0.49, -0.53, 0.96], [-0.42, -0.18, 1.22], [-0.07, 0.07, 0.06], [0.56, -0.76, -1.77], [0.13, -0.93, -0.65], [-1.81, -0.20, 0.27], [-0.42, 0.18, 0.79], [0.28, 0.46, 0.98], [0.93, -0.22, -0.47], [0.09, -0.08, -0.89], [-0.01, 0.07, -1.25], [0.19, 1.17, -1.29], [-0.47, -0.64, 0.14], [0.21, 0.11, 0.35], [0.12, 0.38, -0.29], [0.04, 0.00, -0.83], [0.01, -0.11, 0.05], [0.43, 0.49, -0.14], [-0.02, -0.31, -0.10], [0.78, 0.65, -0.30], [0.18, -0.33, -0.29], [0.58, -0.05, -0.04], [-0.26, 0.30, 0.31], [-0.50, 0.01, -0.14], [-0.15, -0.13, 0.37], [0.64, -0.20, -0.36], [-0.06, 0.17, 0.00], [-0.37, -0.83, 0.08], [0.08, -0.16, -0.15], [-0.44, 0.53, 0.08], [-0.09, -0.18, 0.33], [0.36, 0.52, -0.44], [0.18, 0.02, -0.08], [-0.39, 0.11, 0.23], [-0.39, -0.04, -0.17], [-0.08, 0.50, -0.09], [0.23, -0.31, 0.33], [-0.23, 0.03, 0.34], [0.23, -0.65, 0.29], [0.67, 0.22, -0.12]],
  "nbo_charge": [-0.62, -0.62, -0.64, -0.47, -0.40, 0.69, -0.04, -0.40, -0.51, 0.68, -0.41, -0.40, -0.07, -0.41, -0.41, -0.42, -0.40, -0.13, -0.39, -0.40, 0.21, 0.24, 0.20, 0.21, 0.19, 0.20, 0.21, 0.24, 0.20, 0.20, 0.22, 0.21, 0.24, 0.40, 0.21, 0.21, 0.23, 0.20, 0.22, 0.24, 0.22, 0.21, 0.23, 0.22, 0.21, 0.20],
  "total_charge": 0,
  "e_homo_ev": -9.0,
  "e_tot_ev": -24090.43586,
  "de_lowest_kcal_mol": 0.0,
  "max_force_ha_per_bohr": 0.039,
  "gap_ev": 9.77
}

=====

{
  "formula": "C4H9N3",
  "method": "the ωB97M-V functional and the def2-TZVPD basis",
  "species": ["N", "N", "N", "C", "C", "C", "C", "H", "H", "H", "H", "H", "H", "H", "H", "H"],
  "xyz": [[-0.2298, 0.1653, -1.4203], [1.1050, -1.7331, -1.0466], [-1.0686, 1.2804, 0.4535], [0.5555, -0.6476, -0.7248], [0.8679, -0.1524, 1.0033], [-1.0175, 1.1461, -0.8156], [-0.4592, 0.4279, 1.5224], [1.2556, -2.2183, -1.9401], [-1.6585, 2.0853, 0.8464], [-1.2479, -0.2694, 1.6076], [-0.3744, -0.1584, -2.3670], [1.5292, 0.6263, 0.6651], [-0.3055, 0.9855, 2.3883], [-1.7384, 1.5614, -1.5205], [1.5806, -2.1212, -0.2052], [1.2058, -0.9778, 1.5536]],
  "forces_ev_per_angstrom": [[-0.11, -0.07, -0.02], [1.77, -1.80, 0.61], [-0.76, 2.65, 1.04], [-0.25, 1.49, 5.55], [-2.89, 0.85, -4.90], [-0.07, -1.88, -0.85], [0.99, -0.48, -2.98], [-0.40, 0.36, 0.15], [0.78, -1.44, -0.99], [-0.50, -1.32, 0.90], [-0.59, 0.81, -0.58], [0.88, 0.30, 1.02], [0.06, 1.05, 1.45], [0.30, 0.82, 0.41], [-0.07, -0.34, -1.44], [0.83, -0.99, 0.62]],
  "nbo_charge": [-0.58, -0.65, -0.43, 0.58, -0.35, 0.42, -0.23, 0.48, 0.49, 0.25, 0.47, 0.26, 0.28, 0.29, 0.46, 0.27],
  "total_charge": 2,
  "e_homo_ev": -20.7,
  "e_tot_ev": -8745.53044,
  "de_lowest_kcal_mol": 5.1,
  "max_force_ha_per_bohr": 0.112,
  "gap_ev": 11.18
}

=====

{
  "formula": "C19H35F2N2O13S2Ti",
  "method": "the ωB97M-V functional and the def2-TZVPD basis",
  "species": ["Ti", "S", "S", "F", "F", "O", "O", "O", "O", "O", "O", "O", "O", "O", "O", "O", "O", "O", "N", "N", "C", "C", "C", "C", "C", "C", "C", "C", "C", "C", "C", "C", "C", "C", "C", "C", "C", "C", "C", "H", "H", "H", "H", "H", "H", "H", "H", "H", "H", "H", "H", "H", "H", "H", "H", "H", "H", "H", "H", "H", "H", "H", "H", "H", "H", "H", "H", "H", "H", "H", "H", "H", "H", "H"],
  "xyz": [[0.5102, -0.4629, 0.7737], [-0.2585, -3.6975, 1.6975], [2.1868, -3.6277, 1.2093], [3.1605, -2.7205, 0.2816], [-1.2904, -2.5633, 2.0468], [-1.5929, -0.9002, -0.0324], [0.2948, -2.0256, -3.1345], [0.0462, -4.3045, 2.9338], [3.4146, 1.3096, 3.2439], [2.1139, -4.8390, 0.4630], [-2.5381, -0.8668, -2.0775], [2.8593, -3.5929, 2.4624], [-0.7888, -3.8303, -3.8611], [1.0316, 0.7524, -1.0511], [2.6436, -0.0468, 1.6281], [2.2902, 1.8964, -2.5050], [-0.8864, -4.5084, 0.7097], [-0.7427, -1.9763, -5.1282], [0.9088, -2.6770, 1.1391], [-1.0630, 1.3852, 2.0305], [0.5089, -2.9919, -2.1051], [-1.8365, 0.3483, -2.4424], [-4.2564, 2.5210, 2.6674], [-2.3059, 1.5691, -1.6808], [-2.3829, -1.3346, -0.8528], [-1.9158, 2.1499, 2.0238], [-3.3356, -2.4343, -0.5149], [4.9430, -0.1899, 2.2632], [1.1242, 3.7574, -1.4199], [2.0594, 0.8667, -1.6972], [-0.1750, -4.2732, -2.6579], [-4.7972, 1.3008, 1.9096], [2.0743, 3.0606, 2.2127], [-0.4456, -2.5528, -4.1360], [3.5521, 0.3760, 2.3072], [1.2258, 2.8560, -2.6354], [2.1528, 1.9990, 3.2772], [-3.0165, 3.1173, 2.0028], [3.1437, -0.1560, -1.7230], [-2.7728, -3.3662, -0.4579], [-0.8920, -4.6284, -1.9187], [5.2692, -0.4189, 3.2727], [4.8853, -1.0903, 1.6558], [1.3541, 1.2622, 3.1760], [-1.9931, 0.4294, -3.5140], [0.8033, 4.7727, -1.6611], [5.5989, 0.5175, 1.7558], [2.0308, 2.4358, 4.2668], [-5.6293, 0.8841, 2.4803], [-1.9407, 2.4379, -2.2320], [-3.8382, -2.1941, 0.4186], [3.5097, -0.4263, -0.7349], [1.4425, 3.4373, -3.5266], [0.5312, -5.0850, -2.8190], [0.0258, -2.6682, -1.1913], [3.9200, 0.0995, -2.4402], [-4.0004, 2.1496, 3.6618], [0.2856, 2.3282, -2.7970], [-5.1754, 1.5903, 0.9292], [2.7372, -1.1024, -2.0971], [-0.7779, 0.1674, -2.2631], [-1.9431, 1.5849, -0.6573], [1.5683, -3.1817, -1.9523], [-3.1948, 3.2936, 0.9350], [2.4740, 2.6515, 1.2737], [-4.1125, -2.5563, -1.2679], [-3.3982, 1.6036, -1.7069], [2.7600, 3.8893, 2.3970], [-4.0587, 0.4993, 1.8666], [1.0640, 3.3745, 1.9641], [2.1113, 3.8995, -0.9713], [-2.6877, 4.0672, 2.4212], [-5.0307, 3.2812, 2.7574], [0.4580, 3.3678, -0.6516]],
  "forces_ev_per_angstrom": [[-0.21, 0.32, 0.24], [-1.23, 0.78, -0.06], [3.54, 1.01, -0.57], [-0.56, -0.09, 0.15], [-0.17, 0.05, 0.01], [0.39, 0.12, -0.52], [0.14, 0.06, -0.13], [0.46, -0.24, 0.60], [0.02, 0.60, 0.08], [-0.61, -0.07, 0.15], [-0.25, 0.30, -0.17], [-0.22, -0.18, 0.03], [-0.06, -0.06, -0.12], [-0.09, 0.31, 0.43], [-0.57, 0.18, -0.47], [-0.14, 0.10, -0.20], [-0.08, 0.38, -0.56], [-0.17, 0.29, -0.19], [-1.06, -1.72, 0.44], [0.57, -0.35, -0.44], [-0.35, -1.03, -0.32], [0.71, -0.42, 0.21], [-0.07, -0.66, 0.00], [-0.35, -0.15, -0.53], [-0.35, 0.17, 0.61], [-0.07, 0.41, 0.22], [-0.35, -0.20, -0.54], [-0.54, -0.08, -0.54], [0.26, 0.42, 0.41], [0.22, -0.53, -0.03], [0.34, 0.47, 1.05], [-0.29, 0.28, 0.48], [0.96, -0.25, -1.16], [0.18, -0.42, 0.34], [0.28, -0.65, 0.48], [-0.40, 0.28, 0.18], [-0.82, -0.17, 0.28], [0.10, -0.32, -0.52], [0.09, -0.62, -0.50], [-0.07, -0.03, 0.39], [-0.32, -0.01, -0.35], [0.24, 0.10, -0.02], [0.13, -0.10, 0.14], [0.03, 0.05, -0.18], [-0.14, 0.03, 0.00], [-0.21, -0.15, -0.28], [0.17, 0.07, 0.28], [0.41, -0.10, 0.10], [-0.09, 0.06, -0.11], [0.00, 0.12, 0.20], [0.30, -0.20, 0.25], [0.09, 0.39, 0.07], [0.27, -0.14, -0.06], [0.02, 0.09, -0.43], [0.18, 0.21, 0.08], [0.19, 0.26, 0.33], [0.04, 0.42, 0.13], [0.09, -0.07, -0.05], [0.17, -0.23, -0.14], [-0.36, 0.18, 0.04], [-0.03, 0.07, -0.08], [0.04, -0.02, 0.02], [0.06, 0.36, 0.08], [-0.18, 0.11, 0.08], [-0.26, -0.19, 0.07], [0.16, 0.09, -0.16], [0.01, 0.11, 0.13], [-0.38, 0.23, 0.36], [0.13, 0.13, -0.35], [-0.06, 0.18, 0.40], [0.00, -0.18, -0.02], [0.02, -0.08, 0.21], [0.05, 0.06, 0.04], [0.05, -0.14, -0.04]],
  "lowdin_spin": [2.48, 0.01, 0.01, 0.01, 0.01, 0.04, 0.00, 0.00, 0.01, 0.00, 0.01, 0.00, 0.00, 0.05, 0.05, 0.02, 0.00, 0.00, 0.03, 0.03, 0.01, 0.00, 0.00, 0.00, 0.03, 0.02, 0.00, 0.00, 0.00, 0.05, 0.00, 0.00, 0.00, 0.00, 0.03, 0.00, 0.01, 0.00, 0.01, 0.00, 0.00, 0.00, 0.00, 0.01, 0.00, 0.00, 0.00, 0.00, 0.00, 0.00, 0.00, 0.00, 0.00, 0.00, 0.01, 0.00, 0.00, 0.00, 0.00, 0.00, 0.00, 0.00, 0.00, 0.00, 0.00, 0.00, 0.00, 0.00, 0.00, 0.00, 0.00, 0.00, 0.00, 0.00],
  "spin_multiplicity": 4,
  "total_charge": 0,
  "e_homo_ev": [-4.6, -9.9],
  "e_tot_ev": -100088.82275,
  "max_force_ha_per_bohr": 0.073,
  "s_squared": 3.753,
  "gap_ev": [4.71, 9.99]
}